# 1
Formula: C3H7NO2
Source: OMol25
Level of theory: ωB97M-V with the def2-TZVPD basis set

Structure (ORCA input):
```
! RIJCOSX wB97M-V def2-TZVPD def2/J DEFGRID3
* xyz 0 1
N -1.15 -1.53 -1.04
C -0.47 -0.41 -1.28
O -1.01 0.53 -0.47
C 0.04 1.35 0.04
C 1.13 0.49 0.70
O 0.59 -0.43 1.63
H -0.83 -2.37 -1.49
H -1.96 -1.58 -0.43
H -0.44 1.98 0.79
H 0.48 1.96 -0.76
H 1.71 -0.02 -0.07
H 1.80 1.15 1.26
H 0.11 -1.10 1.12
*
```

Properties
F_max: 0.0118 hartree/bohr
energy above the lowest of the compared OMol25 structures with the same formula, charge and spin: 294.1 kJ/mol
orbital gap: 9.790 eV

# 2
Formula: C3H7NO2
Source: OMol25
Level of theory: ωB97M-V with the def2-TZVPD basis set

Structure (ORCA input):
```
! RIJCOSX wB97M-V def2-TZVPD def2/J DEFGRID3
* xyz 0 1
O 0.43 -2.05 -1.53
C 0.95 -1.67 -0.46
C 0.46 -0.61 0.43
N 0.18 0.61 -0.28
C -1.10 1.34 0.21
O -0.82 2.08 1.41
H 1.90 -2.21 -0.07
H 1.44 -0.38 1.00
H -0.37 -1.19 1.02
H 0.07 0.51 -1.32
H -1.23 2.03 -0.62
H -1.87 0.66 0.24
H 0.06 1.76 1.64
*
```

Properties
F_max: 0.0907 hartree/bohr
energy above the lowest of the compared OMol25 structures with the same formula, charge and spin: 287.7 kJ/mol
orbital gap: 10.453 eV

# 3
Formula: C3H7NO2
Source: OMol25
Level of theory: ωB97M-V with the def2-TZVPD basis set

Structure (ORCA input):
```
! RIJCOSX wB97M-V def2-TZVPD def2/J DEFGRID3
* xyz 1 2
O 1.62 -0.50 -0.09
C 1.44 0.63 0.31
C 0.99 1.81 -0.45
H 1.60 0.91 1.41
H 0.21 2.31 0.11
H 0.62 1.65 -1.45
H 1.80 2.54 -0.56
C -1.79 -0.85 -0.01
N -0.75 -1.65 0.15
O -1.81 0.38 0.05
H -2.72 -1.41 0.24
H -0.96 -2.59 0.44
H 0.23 -1.24 0.31
*
```

Properties
F_max: 0.0674 hartree/bohr
energy above the lowest of the compared OMol25 structures with the same formula, charge and spin: 171.7 kJ/mol
orbital gap (alpha / beta): 9.674 / 5.013 eV

# 4
Formula: C3H7NO2S
Source: OMol25
Level of theory: ωB97M-V with the def2-TZVPD basis set

Structure (ORCA input):
```
! RIJCOSX wB97M-V def2-TZVPD def2/J DEFGRID3
* xyz 0 1
N -2.40 -0.16 -1.27
S -1.40 -0.08 -0.12
O -1.93 -0.11 1.20
C 0.13 -1.18 -0.04
C 1.06 -0.20 0.66
C 0.95 1.27 0.18
O -0.32 1.53 -0.21
H -1.97 -0.31 -2.25
H 0.29 -1.44 -1.18
H -0.09 -2.15 0.33
H 2.16 -0.44 0.68
H 0.76 -0.17 1.82
H 1.15 2.03 0.93
H 1.61 1.39 -0.74
*
```

Properties
F_max: 0.0930 hartree/bohr
energy above the lowest of the compared OMol25 structures with the same formula, charge and spin: 395.0 kJ/mol
orbital gap: 10.411 eV

# 5
Formula: C3H7NO2S
Source: OMol25
Level of theory: ωB97M-V with the def2-TZVPD basis set

Structure (ORCA input):
```
! RIJCOSX wB97M-V def2-TZVPD def2/J DEFGRID3
* xyz 0 1
C 1.40 -0.02 -0.81
C 0.11 0.76 1.37
C 0.14 0.32 -0.03
N -1.03 0.52 -0.76
O -2.06 0.67 -0.06
O -0.93 0.67 -1.99
S -0.67 -2.65 -0.24
H 2.11 -0.67 -0.26
H 1.84 0.91 -1.14
H 0.94 -0.60 -1.78
H 0.63 0.15 2.12
H -0.97 0.74 1.69
H 0.40 1.85 1.39
H -1.92 -2.63 0.50
*
```

Properties
F_max: 0.0854 hartree/bohr
energy above the lowest of the compared OMol25 structures with the same formula, charge and spin: 717.8 kJ/mol
orbital gap (alpha / beta): 5.660 / 5.667 eV

# 6
Formula: C3H7NO2S
Source: OMol25
Level of theory: ωB97M-V with the def2-TZVPD basis set

Structure (ORCA input):
```
! RIJCOSX wB97M-V def2-TZVPD def2/J DEFGRID3
* xyz 0 1
C -0.35 0.31 1.08
C 0.52 0.37 -0.16
C 1.49 -0.82 -0.36
N -0.47 0.50 -1.24
O -2.09 -1.48 0.05
O -2.80 0.90 0.07
S -1.76 -0.12 0.00
H -0.06 -0.25 1.84
H -0.49 1.25 1.50
H 1.27 1.29 -0.32
H 1.04 -1.68 0.11
H 2.59 -0.61 0.05
H 1.70 -1.17 -1.33
H -0.58 1.51 -1.31
*
```

Properties
F_max: 0.1049 hartree/bohr
energy above the lowest of the compared OMol25 structures with the same formula, charge and spin: 326.7 kJ/mol
orbital gap: 10.877 eV

# 7
Formula: C3H7NO3
Source: OMol25
Level of theory: ωB97M-V with the def2-TZVPD basis set

Structure (ORCA input):
```
! RIJCOSX wB97M-V def2-TZVPD def2/J DEFGRID3
* xyz 0 1
N -1.29 0.39 0.45
C -0.04 -0.34 0.29
C 0.30 -0.52 -1.17
O -0.80 -0.96 -1.96
C 1.00 0.39 1.14
O 1.52 -0.07 2.11
O 1.22 1.63 0.69
H -2.02 0.01 1.03
H -1.69 0.78 -0.38
H -0.20 -1.26 0.83
H 1.10 -1.24 -1.29
H 0.65 0.41 -1.61
H -1.49 -1.37 -1.42
H 1.74 2.15 1.31
*
```

Properties
F_max: 0.0350 hartree/bohr
energy above the lowest of the compared OMol25 structures with the same formula, charge and spin: 139.8 kJ/mol
orbital gap: 10.186 eV

# 8
Formula: C3H7NO3
Source: OMol25
Level of theory: ωB97M-V with the def2-TZVPD basis set

Structure (ORCA input):
```
! RIJCOSX wB97M-V def2-TZVPD def2/J DEFGRID3
* xyz 0 1
C 1.63 -0.94 -0.19
C 1.32 0.48 -0.23
O 1.89 1.55 -0.29
N -0.14 0.70 0.12
O -0.47 2.08 0.11
C -1.56 0.04 0.33
O -2.29 0.36 -0.74
H 2.26 -1.20 0.60
H 2.26 -1.18 -1.06
H 0.84 -1.49 0.00
H 0.36 2.37 0.49
H -2.00 0.55 1.36
H -1.56 -0.97 0.55
H -1.90 1.20 -1.11
*
```

Properties
F_max: 0.1129 hartree/bohr
energy above the lowest of the compared OMol25 structures with the same formula, charge and spin: 459.9 kJ/mol
orbital gap: 9.856 eV

# 9
Formula: C3H7NO3
Source: OMol25
Level of theory: ωB97M-V with the def2-TZVPD basis set

Structure (ORCA input):
```
! RIJCOSX wB97M-V def2-TZVPD def2/J DEFGRID3
* xyz 0 1
O 0.78 -1.55 0.44
C 1.42 -0.55 0.36
C 0.72 0.83 0.35
N -0.73 0.63 0.45
C -1.32 0.67 1.65
O -0.74 0.83 2.71
H 2.50 -0.47 0.16
H 0.93 1.30 1.32
H 0.91 1.24 -0.64
H -1.37 0.72 -0.31
H -2.41 0.52 1.60
O -0.40 -1.11 -2.51
H 0.00 -1.88 -2.11
H -0.30 -1.19 -3.45
*
```

Properties
F_max: 0.0476 hartree/bohr
energy above the lowest of the compared OMol25 structures with the same formula, charge and spin: 180.1 kJ/mol
orbital gap: 10.298 eV

# 10
Formula: C3H7NO3
Source: OMol25
Level of theory: ωB97M-V with the def2-TZVPD basis set

Structure (ORCA input):
```
! RIJCOSX wB97M-V def2-TZVPD def2/J DEFGRID3
* xyz 0 1
O -0.73 -1.35 1.87
C -0.15 -0.53 1.17
O 1.11 -0.39 1.04
N -0.89 0.23 0.29
C -0.61 1.30 -0.64
C 0.62 1.00 -1.63
O 0.54 -0.45 -1.83
H 1.55 -0.92 1.85
H -1.94 0.21 0.31
H -1.49 1.47 -1.18
H -0.42 2.35 -0.35
H 1.64 1.31 -1.09
H 0.51 1.69 -2.47
H -0.16 -0.74 -1.10
*
```

Properties
F_max: 0.1028 hartree/bohr
energy above the lowest of the compared OMol25 structures with the same formula, charge and spin: 231.1 kJ/mol
orbital gap: 10.675 eV

# 11
Formula: C3H7NO3S
Source: OMol25
Level of theory: ωB97M-V with the def2-TZVPD basis set

Structure (ORCA input):
```
! RIJCOSX wB97M-V def2-TZVPD def2/J DEFGRID3
* xyz 0 1
C 1.55 -0.35 0.85
C 1.31 -0.84 -0.30
C -0.69 0.17 -0.94
N -1.84 -0.34 -0.56
O 0.51 2.54 -0.06
O -1.76 2.23 -0.82
O -1.03 1.49 1.50
S -0.60 1.64 0.12
H 0.96 -0.62 1.72
H 2.14 0.52 0.88
H 1.71 -0.59 -1.20
H 0.83 -1.78 -0.40
H -1.38 2.91 -1.33
H -2.31 -1.03 -1.16
H -2.40 -0.24 0.34
*
```

Properties
F_max: 0.0723 hartree/bohr
energy above the lowest of the compared OMol25 structures with the same formula, charge and spin: 396.4 kJ/mol
orbital gap: 9.611 eV

# 12
Formula: C3H7NO3S
Source: OMol25
Level of theory: ωB97M-V with the def2-TZVPD basis set

Structure (ORCA input):
```
! RIJCOSX wB97M-V def2-TZVPD def2/J DEFGRID3
* xyz 0 1
C -1.21 0.09 0.77
C 0.02 -0.78 1.23
C 1.25 0.52 -0.16
N -0.83 1.00 -0.26
O 0.88 -1.85 -1.33
O 0.23 0.27 -2.51
O 1.17 0.02 1.06
S 1.37 -0.53 -1.71
H -1.95 -0.60 0.36
H -1.63 0.59 1.65
H -0.03 -1.05 2.28
H 0.08 -1.67 0.61
H 1.87 1.41 -0.22
H -0.45 0.61 -1.85
H -0.75 1.96 0.08
*
```

Properties
F_max: 0.0557 hartree/bohr
energy above the lowest of the compared OMol25 structures with the same formula, charge and spin: 265.1 kJ/mol
orbital gap: 9.226 eV